Entry 1:
A 2-piece molecular cluster, C5H16N2O overall. Source: the OMol25 dataset; level of theory: wB97M-V/def2-TZVPD.

Element x y z (Å)
C: -0.63696 1.55644 2.38561
C: -1.12683 1.61131 0.93300
C: -0.10082 2.20799 -0.03728
C: 1.13209 1.36024 -0.39091
C: 0.95620 0.46226 -1.61131
N: 0.68852 -0.94544 -1.29379
N: -0.15032 0.22678 2.74357
H: 0.07689 2.37505 2.52644
H: -1.50636 1.78205 3.00914
H: -2.03142 2.23354 0.88230
H: -1.54437 0.64426 0.67923
H: 0.20179 3.17215 0.37648
H: -0.61232 2.51968 -0.95594
H: 1.96528 2.06357 -0.52264
H: 1.46077 0.79910 0.48727
H: 0.16407 0.88854 -2.22710
H: 1.82890 0.46320 -2.25156
H: 0.98535 -1.22701 -0.36866
H: -0.25142 -1.30293 -1.41239
H: 0.67072 0.28865 3.33499
H: 0.18243 -0.23909 1.89704
H: 0.10214 -5.64700 -2.43202
H: -0.74608 -4.40350 -2.61492
O: -0.80142 -5.32800 -2.31621

For the energy above the lowest of the compared OMol25 structures with the same formula, charge and spin, the calculation gives 9.3 kcal per mole. Its charge is -1. As for the spin multiplicity: 2. The value obtained for the frontier orbital gap (spin up / spin down) is 2.244 / 8.589 eV. The LUMO energy (spin up / spin down) comes out at 3.4260 / 3.3353 eV.

The Löwdin scheme yields these atomic charges, measured in e:
1 C -0.32
2 C -0.25
3 C -0.23
4 C -0.24
5 C -0.39
6 N -0.06
7 N -0.02
8 H 0.10
9 H 0.09
10 H 0.09
11 H 0.08
12 H 0.09
13 H 0.09
14 H 0.09
15 H 0.08
16 H 0.08
17 H 0.07
18 H -0.01
19 H -0.03
20 H 0.05
21 H 0.03
22 H -0.03
23 H -0.04
24 O -0.32


Entry 2:
A 2-piece molecular cluster, C3H11O overall in a non-equilibrium geometry. Source: the OMol25 dataset; level of theory: wB97M-V/def2-TZVPD.

Element x y z (Å)
O: -1.38201 -0.07641 -1.53894
H: -1.13308 -0.26310 -2.45780
H: -2.14302 0.52490 -1.65896
H: -0.49054 0.07372 -1.08115
C: 1.29312 -0.93160 0.14336
C: 0.14183 -0.42580 1.01807
C: -0.02797 1.10694 0.79546
H: 1.11602 -0.58789 -0.90137
H: 2.22509 -0.41824 0.35726
H: 1.25673 -2.01532 0.12099
H: -0.82337 -0.91669 0.81063
H: 0.06942 -0.61649 2.09158
H: 0.23284 1.49496 -0.19982
H: 0.69424 1.66290 1.39167
H: -1.02929 1.38811 1.10902

For the energy above the lowest of the compared OMol25 structures with the same formula, charge and spin, the calculation gives 16.0 kcal per mole. Its charge is +1. The value obtained for the frontier orbital gap is 10.699 eV. The LUMO energy comes out at -4.8366 eV.

The Löwdin scheme yields these atomic charges, measured in e:
1 O 0.29
2 H 0.19
3 H 0.21
4 H 0.12
5 C -0.08
6 C -0.31
7 C -0.12
8 H 0.06
9 H 0.10
10 H 0.09
11 H 0.10
12 H 0.12
13 H 0.07
14 H 0.09
15 H 0.08


Entry 3:
C19H29IrN7O5S3Sb as an isolated structure in a non-equilibrium geometry. Source: the OMol25 dataset; level of theory: wB97M-V/def2-TZVPD.

Element x y z (Å)
Ir: -0.32789 1.20015 -0.05440
S: -2.86030 3.13464 3.12484
Sb: -1.72503 4.17517 1.44976
S: 0.34861 2.85478 1.46410
S: -2.16897 2.57924 -0.38265
O: 3.35511 3.02587 -5.60601
C: 2.80625 3.87520 -4.93690
O: 2.65603 5.10485 -4.96549
C: 2.06601 3.27202 -3.67646
C: 1.25217 4.06227 -2.88520
C: 0.58968 3.47505 -1.82401
N: 0.70197 2.16970 -1.55966
C: 1.50488 1.41897 -2.32923
C: 2.20745 1.92809 -3.39400
C: 1.52250 -0.03581 -2.00043
O: 2.26538 -0.80051 -2.57590
O: 0.64985 -0.37473 -1.08748
H: 1.12500 5.11196 -3.09712
H: -0.06121 4.05091 -1.18735
H: 2.82909 1.28030 -3.99343
N: 1.35965 0.26147 1.23826
C: 2.04491 -0.21136 2.03119
N: 2.83409 -0.79223 2.92332
C: 2.56373 -0.62585 4.35742
C: 3.16397 -1.80715 5.08697
O: 4.54384 -1.94841 4.79187
C: 4.75605 -2.17013 3.40648
C: 4.25235 -1.00232 2.58936
H: 1.48829 -0.58372 4.51960
H: 3.01468 0.30276 4.71830
H: 2.62791 -2.72231 4.81060
H: 3.08681 -1.65678 6.16129
H: 4.24624 -3.08756 3.09253
H: 5.82805 -2.28814 3.26670
H: 4.34126 -1.20851 1.52438
H: 4.82616 -0.10347 2.83227
C: -4.28560 -0.92694 2.62440
N: -2.99581 -0.42189 3.10281
C: -2.94679 0.04806 4.49138
C: -2.15268 0.04394 2.21048
N: -1.38519 0.29894 1.39681
H: -4.58896 -1.75882 3.25779
H: -4.18758 -1.27458 1.59883
H: -5.04092 -0.14015 2.67129
H: -3.17478 -0.79518 5.14402
H: -3.66796 0.84906 4.64425
H: -1.95948 0.44040 4.71396
C: -1.60849 -3.25822 -3.04619
C: -2.06033 -1.80255 -3.02954
C: -1.26653 -1.01853 -4.08576
C: -3.55393 -1.70839 -3.31997
N: -1.81719 -1.33893 -1.64943
N: -1.93746 0.06439 -1.45044
H: -1.85099 -3.71972 -4.00480
H: -2.10267 -3.81858 -2.25017
H: -0.52610 -3.32237 -2.89899
H: -1.39297 -1.49065 -5.06154
H: -0.20141 -1.01642 -3.84493
H: -1.61085 0.01592 -4.18750
H: -3.78004 -2.12534 -4.30456
H: -3.89367 -0.66837 -3.31846
H: -4.11858 -2.26405 -2.56944
H: -0.88923 -1.60485 -1.34770
H: -2.81740 0.27192 -0.99258
H: -1.90104 0.57746 -2.32755

For the energy above the lowest of the compared OMol25 structures with the same formula, charge and spin, the calculation gives 63.3 kcal per mole. The value obtained for the frontier orbital gap (spin up / spin down) is 3.992 / 3.970 eV. The LUMO energy (spin up / spin down) comes out at -3.5072 / -3.5290 eV.

The Löwdin scheme yields these atomic charges, measured in e:
1 Ir 1.05
2 S -0.20
3 Sb 0.33
4 S 0.01
5 S 0.06
6 O 0.01
7 C -0.70
8 O -0.03
9 C -0.06
10 C 0.04
11 C -0.16
12 N -0.12
13 C -0.18
14 C 0.08
15 C -0.57
16 O 0.11
17 O -0.20
18 H 0.12
19 H 0.03
20 H 0.14
21 N 0.06
22 C -0.19
23 N -0.08
24 C -0.11
25 C -0.19
26 O -0.12
27 C -0.18
28 C -0.10
29 H 0.13
30 H 0.14
31 H 0.13
32 H 0.13
33 H 0.13
34 H 0.13
35 H 0.14
36 H 0.14
37 C -0.02
38 N -0.17
39 C -0.07
40 C -0.25
41 N -0.01
42 H 0.09
43 H 0.09
44 H 0.10
45 H 0.09
46 H 0.05
47 H 0.09
48 C -0.04
49 C -0.63
50 C -0.02
51 C -0.05
52 N -0.04
53 N -0.10
54 H 0.09
55 H 0.09
56 H 0.09
57 H 0.10
58 H 0.08
59 H 0.08
60 H 0.09
61 H 0.08
62 H 0.08
63 H 0.08
64 H 0.03
65 H 0.07


Entry 4:
A 11-piece molecular cluster, C42H69F18NO16 overall in a non-equilibrium geometry. Source: the OMol25 dataset; level of theory: wB97M-V/def2-TZVPD.

Element x y z (Å)
C: -4.61277 2.74433 -3.51429
C: -3.38219 3.08580 -4.44575
N: -2.12563 3.11289 -3.71691
C: -1.12451 4.02546 -4.35197
C: -0.60847 3.60952 -5.70977
C: -1.65797 1.75044 -3.43273
C: -0.36771 1.61624 -2.64606
H: -4.72200 3.63932 -2.90179
H: -4.48586 1.88538 -2.85537
H: -5.51671 2.70325 -4.12201
H: -3.28576 2.38515 -5.27514
H: -3.52231 4.07536 -4.88076
H: -1.54122 5.02919 -4.43561
H: -0.28876 4.08004 -3.65437
H: -0.20231 2.61631 -5.51829
H: -1.44369 3.54720 -6.40733
H: 0.22786 4.21814 -6.05363
H: -1.56565 1.22025 -4.38060
H: -2.43769 1.31887 -2.80511
H: 0.51728 1.96988 -3.17503
H: -0.16656 0.55075 -2.53478
H: -0.31663 2.08456 -1.66313
C: 3.74026 -0.24315 1.88308
C: 4.65855 -1.19863 2.61123
O: 4.38894 -1.16421 3.99053
C: 3.28124 -1.63832 4.50596
O: 2.38233 -2.10887 3.84346
C: 3.28121 -1.73088 6.04094
F: 4.33814 -1.13767 6.57513
F: 2.18505 -1.09257 6.50369
F: 3.18916 -2.99833 6.35066
H: 3.97962 -0.17456 0.82189
H: 3.79098 0.76209 2.30145
H: 2.71736 -0.61966 1.88377
H: 5.70163 -0.89913 2.50945
H: 4.54909 -2.22783 2.26937
C: 2.15207 -5.86361 2.99119
C: 1.11637 -6.09443 4.01652
O: -0.14125 -6.29520 3.28475
C: -1.14078 -6.94750 3.88382
O: -1.21407 -7.19696 5.07922
C: -2.22465 -7.48318 2.86796
F: -2.07657 -6.79005 1.74419
F: -2.07973 -8.78917 2.63522
F: -3.46384 -7.37159 3.41688
H: 3.17650 -5.78154 3.35436
H: 1.92042 -4.96419 2.42068
H: 2.30107 -6.70057 2.30899
H: 0.99100 -5.20524 4.63438
H: 1.34492 -6.92854 4.67993
C: -7.00364 1.69988 0.69152
C: -6.74809 2.36297 2.05011
O: -5.88939 1.56380 2.73995
C: -4.50932 1.68617 2.64635
O: -3.89883 2.52352 1.98635
C: -3.80409 0.51542 3.35640
F: -3.21410 0.91224 4.46178
F: -4.74190 -0.45784 3.54011
F: -2.88631 0.06377 2.55576
H: -7.67073 2.31795 0.09062
H: -7.45382 0.70721 0.69747
H: -6.12490 1.60499 0.05362
H: -7.73926 2.40168 2.50200
H: -6.46259 3.41319 1.98997
C: 3.01498 -1.14969 -4.68651
C: 1.60822 -1.09061 -4.05998
O: 0.84847 -2.17729 -4.55230
C: -0.34604 -2.50411 -4.12358
O: -1.07061 -1.90528 -3.28270
C: -0.87921 -3.76918 -4.89485
F: -0.03831 -4.26286 -5.75756
F: -1.17663 -4.65256 -3.98393
F: -1.99526 -3.43365 -5.50391
H: 3.57381 -0.22262 -4.55865
H: 3.01811 -1.33772 -5.76017
H: 3.51234 -1.96209 -4.15669
H: 1.08729 -0.20257 -4.41792
H: 1.49044 -1.11283 -2.97659
C: -3.90101 -0.33985 -0.92766
C: -4.54879 -1.49224 -0.12274
O: -3.60266 -2.05832 0.81547
C: -3.76529 -3.26655 1.31224
O: -4.74815 -4.04266 1.10018
C: -2.61948 -3.70553 2.28192
F: -3.12842 -4.50569 3.21099
F: -1.67058 -4.35450 1.54987
F: -2.11826 -2.59866 2.90867
H: -3.02557 -0.73424 -1.44356
H: -3.61616 0.54612 -0.36021
H: -4.64108 -0.07682 -1.68345
H: -4.86854 -2.26792 -0.81858
H: -5.36460 -1.13767 0.50721
C: 3.38712 4.46340 1.66573
C: 2.13111 3.59339 1.56031
O: 1.97968 2.92680 2.81753
C: 0.81272 2.35318 3.18054
O: -0.24972 2.41990 2.54193
C: 0.88335 1.57220 4.48357
F: 2.16596 1.45279 4.94421
F: 0.20794 2.31150 5.36742
F: 0.29436 0.37263 4.29774
H: 3.76927 4.67231 0.66652
H: 4.18634 3.93340 2.18385
H: 3.19840 5.44721 2.09541
H: 2.32088 2.79948 0.83794
H: 1.25899 4.15598 1.22711
C: -2.49008 5.67887 2.23383
C: -1.79643 5.87674 0.91425
O: -1.43172 6.94951 0.52652
C: -1.72803 4.64857 -0.06349
H: -2.29936 6.51270 2.90946
H: -2.06528 4.76020 2.63841
H: -3.56040 5.53364 2.08749
H: -2.71480 4.39666 -0.45198
H: -1.12631 3.88214 0.42499
H: -1.16492 4.97601 -0.93744
C: 3.43632 3.51841 -3.73734
C: 3.09226 3.19735 -2.30741
O: 2.16282 3.75793 -1.68586
C: 3.90676 2.10818 -1.62084
H: 2.95007 2.78030 -4.37520
H: 4.51679 3.53570 -3.88007
H: 3.10018 4.52802 -3.97354
H: 3.65661 1.23803 -2.22777
H: 3.50984 1.89822 -0.62763
H: 4.98737 2.24760 -1.65124
C: 0.92741 -2.24187 0.19318
C: 0.67044 -0.81063 -0.17463
O: 1.52248 -0.16737 -0.73168
C: -0.50948 -0.03486 0.32019
H: 0.22806 -2.74681 -0.47318
H: 0.74434 -2.53010 1.22832
H: 1.95475 -2.55999 0.01573
H: -1.46487 -0.49433 0.06681
H: -0.50680 1.00022 -0.02146
H: -0.47667 -0.01219 1.40945
C: 7.42922 -3.29631 -0.93813
C: 6.40022 -2.25077 -0.70065
O: 6.66264 -1.21616 -0.13403
C: 5.02080 -2.51929 -1.18694
H: 7.64621 -3.37099 -2.00369
H: 7.10498 -4.29140 -0.63356
H: 8.36603 -3.03904 -0.44386
H: 4.92051 -3.02022 -2.14981
H: 4.41889 -1.61078 -1.16687
H: 4.55491 -3.16827 -0.44540

Its charge is +1. As for the spin multiplicity: 2. The value obtained for the frontier orbital gap (spin up / spin down) is 9.003 / 4.375 eV. The LUMO energy (spin up / spin down) comes out at -2.3400 / -6.9591 eV.

Atomic partial charges in e from the Löwdin method, atoms 1 to 99:
1 C -0.01
2 C -0.17
3 N 0.05
4 C -0.17
5 C -0.03
6 C -0.15
7 C -0.06
8 H 0.08
9 H 0.05
10 H 0.09
11 H 0.14
12 H 0.13
13 H 0.14
14 H 0.12
15 H 0.07
16 H 0.09
17 H 0.10
18 H 0.15
19 H 0.11
20 H 0.07
21 H 0.05
22 H 0.08
23 C -0.04
24 C -0.19
25 O 0.04
26 C -0.39
27 O 0.13
28 C -0.57
29 F 0.19
30 F 0.15
31 F 0.21
32 H 0.06
33 H 0.09
34 H 0.06
35 H 0.13
36 H 0.13
37 C -0.08
38 C -0.18
39 O 0.01
40 C -0.36
41 O 0.14
42 C -0.53
43 F 0.16
44 F 0.17
45 F 0.15
46 H 0.08
47 H 0.07
48 H 0.08
49 H 0.13
50 H 0.13
51 C -0.06
52 C -0.24
53 O 0.01
54 C -0.27
55 O 0.13
56 C -0.57
57 F 0.21
58 F 0.15
59 F 0.19
60 H 0.08
61 H 0.08
62 H 0.05
63 H 0.13
64 H 0.13
65 C -0.02
66 C -0.19
67 O 0.04
68 C -0.32
69 O 0.09
70 C -0.63
71 F 0.21
72 F 0.20
73 F 0.19
74 H 0.07
75 H 0.09
76 H 0.07
77 H 0.11
78 H 0.11
79 C -0.07
80 C -0.14
81 O 0.00
82 C -0.32
83 O 0.11
84 C -0.49
85 F 0.19
86 F 0.14
87 F 0.14
88 H 0.06
89 H 0.07
90 H 0.07
91 H 0.13
92 H 0.12
93 C -0.04
94 C -0.19
95 O 0.02
96 C -0.32
97 O 0.11
98 C -0.51
99 F 0.15